[1]
ORCA calculation (ωB97M-V/def2-TZVPD) on a cluster of 9 separate species, C48H120B3F12N6O6 in total at a distorted geometry.

Properties
HOMO level	-14.5	eV

```
! RIJCOSX wB97M-V def2-TZVPD def2/J DEFGRID3
* xyz 3 1
C -35.947 0.135 7.240
C -37.069 1.096 7.229
N -38.305 0.579 6.468
C -37.959 -0.390 5.458
C -39.229 -0.123 7.411
C -38.767 -1.461 7.929
C -38.936 1.819 5.762
C -39.518 2.898 6.656
O -40.805 2.717 7.000
C -41.442 3.988 7.478
H -36.116 -0.867 7.655
H -35.203 0.670 7.820
H -35.427 0.058 6.306
H -36.782 2.046 6.773
H -37.381 1.333 8.247
H -38.906 -0.881 5.143
H -37.374 -1.217 5.912
H -37.479 0.063 4.642
H -40.200 -0.165 6.878
H -39.439 0.610 8.192
H -37.843 -1.335 8.466
H -38.634 -2.201 7.091
H -39.500 -1.808 8.609
H -39.609 1.424 5.039
H -38.136 2.193 5.200
H -39.347 3.764 5.986
H -38.813 3.043 7.514
H -41.406 4.660 6.608
H -40.922 4.395 8.345
H -42.419 3.761 7.781
C -26.511 -1.312 -2.342
C -26.631 -0.006 -3.168
N -27.290 1.152 -2.394
C -28.674 0.758 -1.966
C -26.592 1.343 -1.135
C -25.197 1.665 -1.303
C -27.304 2.177 -3.471
C -27.990 3.527 -3.215
O -27.150 4.175 -2.359
C -27.591 5.448 -2.056
H -27.423 -1.598 -1.851
H -25.766 -1.298 -1.486
H -26.331 -2.116 -3.046
H -27.210 -0.186 -4.059
H -25.649 0.320 -3.485
H -29.277 0.493 -2.853
H -29.108 1.546 -1.371
H -28.668 -0.059 -1.287
H -26.732 0.498 -0.481
H -27.185 2.142 -0.679
H -24.627 0.815 -1.724
H -24.928 1.982 -0.326
H -25.002 2.563 -1.965
H -27.913 1.761 -4.257
H -26.304 2.415 -3.797
H -29.002 3.513 -2.836
H -27.981 4.097 -4.200
H -28.639 5.512 -1.764
H -27.496 6.246 -2.845
H -27.096 5.803 -1.107
C -34.865 -4.892 0.541
C -35.063 -6.392 0.142
N -35.326 -6.677 -1.269
C -35.243 -8.155 -1.394
C -36.684 -6.168 -1.736
C -36.935 -6.251 -3.189
C -34.170 -6.235 -2.126
C -32.790 -6.414 -1.590
O -32.406 -7.704 -1.198
C -31.038 -7.783 -0.797
H -35.702 -4.283 0.249
H -33.960 -4.472 0.161
H -34.862 -4.847 1.624
H -35.845 -6.837 0.768
H -34.115 -6.934 0.405
H -34.238 -8.509 -1.286
H -35.544 -8.314 -2.438
H -35.965 -8.618 -0.702
H -36.811 -5.133 -1.377
H -37.323 -6.821 -1.095
H -36.924 -7.300 -3.559
H -36.249 -5.734 -3.846
H -37.929 -5.831 -3.507
H -34.217 -5.156 -2.256
H -34.388 -6.846 -3.058
H -32.555 -5.805 -0.657
H -32.071 -6.063 -2.382
H -30.800 -8.843 -0.694
H -30.845 -7.249 0.125
H -30.412 -7.395 -1.600
C -29.349 6.144 4.145
C -30.829 6.373 3.704
N -31.867 5.480 4.224
C -31.490 4.036 3.928
C -32.078 5.786 5.705
C -33.138 4.966 6.450
C -33.195 5.828 3.508
C -33.355 4.986 2.233
O -32.291 5.386 1.382
C -32.397 4.779 0.109
H -29.328 6.326 5.199
H -28.755 6.910 3.635
H -29.004 5.149 3.911
H -30.832 6.351 2.623
H -31.055 7.415 4.063
H -31.239 3.868 2.877
H -32.433 3.522 4.271
H -30.643 3.829 4.575
H -32.465 6.774 5.738
H -31.149 5.796 6.273
H -34.205 5.072 6.124
H -33.167 5.402 7.422
H -32.972 3.876 6.660
H -33.235 6.899 3.364
H -34.053 5.633 4.128
H -34.326 5.304 1.755
H -33.352 3.922 2.460
H -31.743 5.239 -0.598
H -33.396 4.995 -0.254
H -32.145 3.741 0.208
C -23.758 -7.955 -3.537
C -23.818 -8.887 -4.762
N -25.164 -9.512 -5.122
C -25.636 -10.448 -3.972
C -26.164 -8.395 -5.293
C -27.540 -8.709 -5.936
C -24.948 -10.241 -6.467
C -23.605 -10.920 -6.659
O -23.474 -11.850 -5.556
C -22.509 -12.897 -5.669
H -24.011 -6.921 -3.665
H -22.719 -7.929 -3.292
H -24.308 -8.383 -2.710
H -23.172 -9.774 -4.670
H -23.521 -8.183 -5.531
H -26.528 -10.990 -4.376
H -25.884 -9.770 -3.213
H -24.864 -11.172 -3.619
H -25.557 -7.626 -5.799
H -26.263 -8.035 -4.240
H -28.075 -7.751 -5.972
H -28.142 -9.394 -5.374
H -27.490 -9.068 -6.970
H -25.142 -9.430 -7.153
H -25.706 -11.001 -6.508
H -22.698 -10.379 -6.890
H -23.679 -11.482 -7.632
H -22.929 -13.875 -6.023
H -22.111 -13.139 -4.693
H -21.689 -12.687 -6.322
C -31.544 -0.581 0.841
C -32.040 -1.279 2.151
N -30.976 -1.617 3.215
C -30.002 -2.643 2.557
C -30.194 -0.470 3.742
C -31.114 0.672 4.231
C -31.760 -2.260 4.324
C -31.225 -2.379 5.686
O -29.965 -3.056 5.521
C -29.038 -2.967 6.689
H -31.139 0.417 1.153
H -32.395 -0.439 0.190
H -30.830 -1.235 0.471
H -32.482 -2.250 1.864
H -32.810 -0.693 2.632
H -29.356 -2.041 1.945
H -30.612 -3.365 1.989
H -29.375 -3.107 3.353
H -29.610 -0.033 2.991
H -29.478 -0.757 4.491
H -31.747 0.462 5.072
H -31.665 1.001 3.330
H -30.512 1.538 4.541
H -31.928 -3.275 3.957
H -32.797 -1.880 4.367
H -31.843 -2.992 6.282
H -31.042 -1.398 6.141
H -28.291 -2.178 6.584
H -28.551 -3.939 6.751
H -29.586 -2.833 7.624
B -34.818 1.580 4.480
F -34.185 2.273 3.529
F -34.429 2.046 5.735
F -36.192 1.736 4.366
F -34.435 0.282 4.386
B -30.509 -3.653 -1.086
F -30.383 -4.833 -1.822
F -31.640 -3.649 -0.244
F -29.357 -3.656 -0.307
F -30.568 -2.557 -1.956
B -27.799 1.474 2.110
F -29.108 1.980 1.790
F -27.629 1.551 3.502
F -27.723 0.176 1.680
F -26.771 2.261 1.508
*
```

Löwdin population analysis, charges in e, atoms 1 to 5:
1. C -0.079
2. C -0.143
3. N -0.249
4. C -0.030
5. C -0.175



[2]
ORCA calculation (ωB97M-V/def2-TZVPD) on a structure of composition C36H37NP2PbS at a distorted geometry.

Properties
HOMO level	-6.9	eV
ΔE to the lowest compared entry with this formula, charge and spin	0.0	kcal per mole

```
! RIJCOSX wB97M-V def2-TZVPD def2/J DEFGRID3
* xyz 0 1
Pb 0.830 2.416 0.524
C -1.944 -3.475 5.870
C -1.307 -3.516 4.698
C -1.824 -3.994 3.373
C -2.477 -2.856 2.540
C -3.446 -1.956 3.266
C -4.256 -2.300 4.271
C -4.329 -3.654 4.920
C -3.380 -3.816 6.132
C -1.304 2.552 1.191
H -1.396 -3.132 6.755
H -0.280 -3.121 4.650
H -2.525 -4.840 3.460
H -0.952 -4.344 2.790
H -1.693 -2.208 2.121
H -2.998 -3.325 1.686
H -3.483 -0.939 2.851
H -4.965 -1.558 4.652
H -4.095 -4.397 4.153
H -5.363 -3.850 5.249
H -3.749 -3.182 6.953
H -3.490 -4.842 6.517
H -1.246 3.095 2.150
H -1.736 1.549 1.337
H -1.902 3.136 0.491
P 2.577 0.662 -0.853
P -0.086 2.444 -2.247
C 1.538 0.120 -2.225
C 0.547 0.841 -2.813
C 4.247 0.691 -1.625
C 4.636 -0.330 -2.504
C 5.910 -0.315 -3.084
C 6.813 0.710 -2.780
C 6.417 1.746 -1.922
C 5.141 1.748 -1.345
C 2.669 -0.823 0.249
C 1.514 -1.587 0.495
C 1.496 -2.545 1.509
C 2.586 -2.654 2.380
C 3.785 -2.001 2.056
C 3.846 -1.140 0.955
C -0.032 3.304 -3.903
C 1.206 3.391 -4.570
C 1.267 3.818 -5.900
C 0.093 4.189 -6.575
C -1.134 4.166 -5.899
C -1.190 3.752 -4.560
C -1.880 2.087 -2.104
C -2.706 3.108 -1.586
C -4.007 2.812 -1.173
C -4.540 1.542 -1.411
C -3.776 0.582 -2.078
C -2.442 0.841 -2.408
H 1.826 -0.870 -2.621
H 0.067 0.496 -3.750
H 3.945 -1.144 -2.731
H 6.193 -1.112 -3.774
H 7.814 0.702 -3.219
H 7.118 2.556 -1.702
H 4.839 2.554 -0.667
H 0.618 -1.432 -0.112
H 0.625 -3.201 1.590
H 2.496 -3.255 3.293
H 4.677 -2.164 2.662
H 4.816 -0.742 0.640
H 2.114 3.084 -4.051
H 2.228 3.847 -6.418
H 0.138 4.492 -7.625
H -2.053 4.454 -6.419
H -2.149 3.749 -4.043
H -2.282 4.101 -1.383
H -4.605 3.573 -0.673
H -5.560 1.307 -1.110
H -4.204 -0.384 -2.346
H -1.838 0.080 -2.903
S 0.565 -0.473 4.837
C 0.663 0.291 3.439
N 0.766 0.887 2.404
*
```

Löwdin population analysis, charges in e, atoms 1 to 5:
1. Pb 0.899
2. C -0.116
3. C -0.136
4. C -0.200
5. C -0.186



[3]
ORCA calculation (ωB97M-V/def2-TZVPD) on a cluster of 11 separate species, C6H34O11 in total at a distorted geometry.

Properties
HOMO level	-10.5	eV
ΔE to the lowest compared entry with this formula, charge and spin	43.9	kcal per mole

```
! RIJCOSX wB97M-V def2-TZVPD def2/J DEFGRID3
* xyz 0 1
C -3.253 21.926 -23.971
C -2.641 22.670 -22.803
C -1.377 23.417 -23.258
O -3.583 23.606 -22.270
H -3.417 22.604 -24.807
H -4.176 21.428 -23.693
H -2.538 21.173 -24.320
H -2.347 21.950 -22.040
H -0.559 22.715 -23.418
H -1.095 24.216 -22.578
H -1.566 23.859 -24.245
H -3.785 24.269 -22.947
C -6.259 19.381 -19.919
C -6.985 19.630 -21.230
C -8.110 20.607 -21.126
O -6.067 20.125 -22.216
H -6.960 19.311 -19.088
H -5.577 20.213 -19.719
H -5.674 18.463 -19.973
H -7.333 18.646 -21.573
H -8.709 20.618 -22.037
H -7.720 21.626 -21.025
H -8.724 20.410 -20.252
H -5.355 19.500 -22.380
O -4.434 25.479 -24.176
H -4.371 26.319 -24.643
H -5.362 25.404 -23.916
O -2.652 24.735 -19.577
H -3.029 24.505 -20.435
H -3.329 24.479 -18.943
O -4.609 21.332 -27.110
H -3.773 21.702 -27.409
H -5.196 22.090 -27.023
O -6.701 22.293 -23.959
H -7.395 21.881 -24.482
H -6.455 21.613 -23.310
O -5.304 22.443 -20.276
H -5.650 21.813 -20.918
H -4.552 22.837 -20.747
O -0.230 20.358 -22.637
H -0.488 20.269 -23.560
H -0.799 19.740 -22.163
O 1.625 21.482 -20.802
H 1.695 20.646 -20.330
H 0.864 21.358 -21.387
O -2.332 27.743 -22.460
H -2.815 27.126 -23.019
H -2.081 27.225 -21.687
O -1.676 20.573 -19.148
H -1.640 21.047 -18.311
H -0.962 20.966 -19.663
*
```

Löwdin population analysis, charges in e, atoms 1 to 5:
1. C -0.047
2. C -0.455
3. C -0.036
4. O -0.088
5. H 0.075



[4]
ORCA calculation (ωB97M-V/def2-TZVPD) on a cluster of 2 separate species, C12H25N3O3 in total at a distorted geometry.

Properties
HOMO level	-9.4	eV
ΔE to the lowest compared entry with this formula, charge and spin	277.4	kcal per mole

```
! RIJCOSX wB97M-V def2-TZVPD def2/J DEFGRID3
* xyz 0 1
C 0.731 -1.753 -1.686
C 0.651 -0.818 -0.641
C -0.475 -2.597 -1.609
C -0.895 -3.393 -2.717
C -0.445 -3.455 -0.268
C -0.067 -4.943 -0.450
C -0.489 1.288 0.495
C -1.506 1.957 -0.022
C 0.847 1.786 1.291
C 0.624 2.341 2.677
C -0.440 3.485 2.491
C -0.051 4.459 1.296
H 2.646 -1.835 -1.969
H 2.386 -2.487 -0.515
H 0.758 -1.345 -2.649
H -1.141 -1.810 -1.371
H -1.307 -3.103 -3.770
H -0.065 -4.061 -2.870
H -1.621 -4.314 -2.266
H -1.514 -3.538 0.313
H 0.344 -2.929 0.434
H -1.045 -5.589 -0.876
H -0.021 -5.441 0.607
H 0.992 -5.169 -0.981
H -0.732 0.388 -1.568
H -1.021 0.550 1.129
H 1.428 2.720 0.868
H 1.274 0.673 1.426
H 0.235 1.540 3.363
H 1.583 2.620 3.062
H -1.434 3.153 2.185
H -0.793 3.898 3.611
H -1.061 4.936 1.283
H -0.077 3.790 0.281
H 0.830 6.235 1.932
H 1.712 5.026 0.455
H -1.039 1.545 -2.057
N 1.924 -2.587 -1.524
N -0.125 0.366 -0.680
N 1.124 5.091 1.720
O 1.388 -1.159 0.405
O -2.426 2.249 0.635
O -1.689 2.227 -1.470
*
```

Löwdin population analysis, charges in e, atoms 1 to 5:
1. C -0.397
2. C -0.339
3. C -0.422
4. C -0.094
5. C -0.217



[5]
ORCA calculation (ωB97M-V/def2-TZVPD) on an isolated molecule of C2H4N2OS at a distorted geometry.

Properties
HOMO level	-9.9	eV
ΔE to the lowest compared entry with this formula, charge and spin	36.0	kcal per mole

```
! RIJCOSX wB97M-V def2-TZVPD def2/J DEFGRID3
* xyz 0 1
H 0.495 1.020 2.080
N -0.441 0.963 1.680
C -0.384 -0.003 0.855
N -1.424 -0.376 0.056
S 1.153 -0.940 0.195
C 1.420 -0.028 -1.335
O 2.312 -0.230 -2.052
H -2.312 0.174 0.289
H -1.465 -1.312 -0.272
H 0.646 0.731 -1.496
*
```

Löwdin population analysis, charges in e, atoms 1 to 5:
1. H 0.039
2. N 0.083
3. C -0.749
4. N 0.033
5. S 0.907



[6]
ORCA calculation (ωB97M-V/def2-TZVPD) on a cluster of 2 separate species, C4H7N2S in total at a distorted geometry.

Properties
HOMO level	-13.5	eV
ΔE to the lowest compared entry with this formula, charge and spin	81.9	kcal per mole

```
! RIJCOSX wB97M-V def2-TZVPD def2/J DEFGRID3
* xyz 1 1
C -1.036 0.953 0.653
C -0.915 0.739 -2.067
C 1.148 0.349 1.685
C 0.047 -1.322 -0.901
N -0.114 0.662 1.317
N -0.378 0.043 -1.251
S -1.536 1.951 -2.769
H -2.021 1.119 0.407
H 1.505 0.790 2.608
H 1.249 -0.785 1.764
H 1.733 0.594 0.853
H -0.592 -2.032 -1.536
H -0.204 -1.569 0.167
H 1.113 -1.491 -0.929
*
```

Löwdin population analysis, charges in e, atoms 1 to 5:
1. C 0.268
2. C -0.810
3. C -0.036
4. C -0.050
5. N 0.064



[7]
ORCA calculation (ωB97M-V/def2-TZVPD) on a cluster of 2 separate species, C2H3ClO2 in total at a distorted geometry.

Properties
HOMO level	-9.2	eV
ΔE to the lowest compared entry with this formula, charge and spin	78.8	kcal per mole

```
! RIJCOSX wB97M-V def2-TZVPD def2/J DEFGRID3
* xyz 0 1
C 1.295 0.144 -0.577
C 1.057 -0.941 0.077
O 1.042 -2.027 0.469
H 2.274 0.742 -0.318
H 0.373 0.713 -0.845
O -1.399 0.550 0.511
Cl -2.822 0.996 -0.351
H -1.820 -0.176 1.035
*
```

Löwdin population analysis, charges in e, atoms 1 to 5:
1. C -0.019
2. C -0.343
3. O 0.166
4. H 0.116
5. H 0.055



[8]
ORCA calculation (ωB97M-V/def2-TZVPD) on a structure of composition C7H28F2HfN14O7 at a distorted geometry.

Properties
HOMO level	-14.7	eV
ΔE to the lowest compared entry with this formula, charge and spin	14.1	kcal per mole

```
! RIJCOSX wB97M-V def2-TZVPD def2/J DEFGRID3
* xyz 2 1
Hf -0.116 0.346 -0.738
F -1.033 2.146 -1.656
F 0.480 -0.347 -2.809
C 0.568 3.339 1.602
O 0.334 2.344 0.914
N 1.696 3.491 2.336
N -0.267 4.412 1.580
H 1.954 4.393 2.690
H 2.308 2.697 2.390
H -1.059 4.301 0.971
H -0.026 5.242 2.085
C -0.720 -3.168 -0.882
O -0.526 -1.992 -0.510
N -0.894 -4.174 -0.003
N -0.476 -3.518 -2.168
H -0.781 -5.116 -0.329
H -1.249 -4.010 0.921
H -0.495 -4.514 -2.304
H -0.084 -2.928 -2.881
C 2.888 -1.403 -0.770
O 1.881 -0.830 -0.326
N 4.107 -1.313 -0.176
N 2.807 -2.336 -1.731
H 4.245 -0.497 0.395
H 4.882 -1.901 -0.414
H 3.632 -2.746 -2.130
H 1.926 -2.472 -2.193
C -2.990 0.564 1.566
O -2.095 0.377 0.723
N -3.217 1.742 2.182
N -3.830 -0.441 1.878
H -2.719 2.547 1.851
H -3.715 1.689 3.051
H -4.623 -0.342 2.486
H -3.639 -1.358 1.519
C 0.629 -0.830 2.515
O 0.366 -0.097 1.554
N 0.956 -2.144 2.395
N 0.646 -0.334 3.776
H 0.606 -2.647 1.599
H 1.360 -2.639 3.167
H 1.199 -0.753 4.505
H 0.579 0.671 3.822
C -3.301 -0.671 -2.252
O -2.186 -0.313 -1.903
N -3.537 -1.892 -2.855
N -4.447 0.040 -2.076
H -2.824 -2.273 -3.452
H -4.438 -2.324 -2.836
H -5.317 -0.317 -2.410
H -4.380 0.923 -1.599
C 2.657 2.455 -1.590
O 1.719 1.688 -1.306
N 3.093 3.381 -0.712
N 3.376 2.310 -2.727
H 3.782 4.039 -1.026
H 2.854 3.295 0.256
H 4.267 2.765 -2.757
H 3.187 1.444 -3.208
*
```

Löwdin population analysis, charges in e, atoms 1 to 5:
1. Hf 2.084
2. F -0.501
3. F -0.500
4. C -0.640
5. O -0.069



[9]
ORCA calculation (ωB97M-V/def2-TZVPD) on a cluster of 2 separate species, C4H6N2O in total.

Properties
HOMO level (spin up / spin down)	-9.0 / -9.0	eV
ΔE to the lowest compared entry with this formula, charge and spin	156.2	kcal per mole

```
! RIJCOSX wB97M-V def2-TZVPD def2/J DEFGRID3
* xyz 0 1
C 2.463 0.475 -0.297
O 1.710 -0.484 0.471
C 0.421 -0.367 0.436
C -0.446 -1.370 1.238
N -1.603 -0.866 0.854
C -1.517 0.488 0.266
N -0.232 0.600 -0.169
H 2.198 0.391 -1.353
H 3.508 0.220 -0.130
H 2.235 1.482 0.055
H -3.326 0.155 -2.029
H -2.483 -1.184 1.241
H -3.049 0.483 -1.417
*
```

Löwdin population analysis, charges in e, atoms 1 to 5:
1. C -0.024
2. O -0.010
3. C -0.410
4. C 0.071
5. N -0.057